A single C17H24N2O2 molecule, computed with ωB97M-V with the def2-TZVPD basis set.

The geometry in XYZ format:
```
45
Properties=species:S:1:pos:R:3:forces:R:3
O 1.3700 0.5178 -1.1432 0.2 0.2 0.1
O -3.5705 -0.8855 0.1942 -0.3 -0.1 0.3
N 1.2749 -1.7050 -1.5039 0.1 -0.4 -0.1
N -2.4414 0.7830 -0.8675 0.0 0.1 -0.1
C -2.6778 -0.4943 -0.5265 0.2 -0.3 -0.3
C -2.7855 2.0358 1.2288 0.0 0.0 -0.2
C 4.8201 -3.8521 0.2076 0.0 0.2 0.2
C -1.2963 2.0349 1.4269 -0.1 0.1 0.1
C 1.4769 1.9894 1.6804 0.1 0.0 0.1
C 3.8615 -2.9729 1.0022 -0.1 -0.2 -0.1
C 0.7384 0.8446 1.9192 0.1 0.0 0.1
C -1.6328 -1.3734 -1.2057 -0.1 0.0 0.0
C -0.7096 -0.4097 -1.9632 0.1 0.2 0.1
C -0.6388 0.8669 1.7911 0.0 0.0 0.0
C 2.5035 -2.7981 0.3237 0.3 0.2 0.0
C 0.7448 -0.4646 -1.4768 -0.4 -0.1 -0.4
C -0.5464 3.1809 1.1934 0.0 0.0 0.0
C 0.8309 3.1588 1.3189 0.1 0.1 0.0
C -1.3026 0.9882 -1.7274 0.3 0.3 -0.2
C -3.1375 1.8943 -0.2634 -0.3 -0.1 0.3
C 2.5898 -2.0030 -0.9806 0.1 -0.1 0.2
H -2.1338 -2.0882 -1.8595 0.0 0.0 0.1
H 3.0756 -1.0412 -0.8030 0.0 -0.1 -0.1
H -1.0477 4.0966 0.9101 -0.1 0.1 0.0
H 4.3661 -4.8179 -0.0040 0.0 -0.1 -0.1
H -2.8614 2.7972 -0.8109 0.0 0.0 0.0
H 5.0926 -3.3833 -0.7341 0.1 0.0 -0.1
H -3.2256 2.9621 1.6021 0.0 0.0 0.0
H 2.0668 -3.7805 0.1245 -0.1 0.0 0.0
H -4.2146 1.7273 -0.3619 0.1 0.1 0.0
H 3.7008 -3.4241 1.9839 0.0 0.1 0.0
H 0.6949 -2.4866 -1.7650 -0.1 0.1 0.0
H 1.4024 4.0560 1.1305 0.0 0.1 0.0
H 2.5522 1.9703 1.7715 0.1 0.0 0.0
H -1.6197 1.4642 -2.6624 0.1 0.0 0.0
H -3.2299 1.1951 1.7625 0.0 0.1 0.0
H 4.3123 -1.9910 1.1586 0.0 0.1 0.1
H 1.2388 -0.0696 2.2052 0.0 -0.1 0.0
H -1.2157 -0.0290 1.9751 -0.1 -0.1 0.0
H 3.1540 -2.5584 -1.7346 0.0 0.1 0.1
H 1.8337 -2.2645 1.0020 -0.1 0.0 0.0
H 5.7316 -4.0215 0.7758 0.1 -0.1 0.0
H -1.1126 -1.9351 -0.4279 -0.1 0.0 0.0
H -0.6927 -0.6464 -3.0306 0.0 0.0 0.1
H -0.5541 1.6280 -1.2444 -0.1 -0.1 -0.1
```
Positions in Å, forces in eV/Å.

Summary:
Relative energy (zero: lowest compared OMol25 entry of this formula, charge and spin) ... 38.50 kJ/mol
Calculated total energy ... -25095.26465 eV
E_HOMO ... -0.32365 Ha
HOMO-LUMO gap ... 9.54 eV

***

A single C17H24N2O5 molecule, computed with ωB97M-V with the def2-TZVPD basis set.

The geometry in XYZ format:
```
48
Properties=species:S:1:pos:R:3:forces:R:3
O -0.7644 0.0121 -4.0008 0.0 -0.2 -0.2
O 0.4273 1.2929 0.8457 -0.2 -0.1 0.0
O 1.4553 0.6827 2.7427 0.3 0.0 0.2
O 1.9481 -1.2573 -0.2544 -0.3 -0.2 0.1
O -5.6714 -1.2774 -0.2420 0.2 0.0 -0.3
N 0.1892 0.6127 -2.0491 0.0 0.1 0.2
N 3.7292 0.1064 -0.4345 0.4 0.3 0.1
C -4.2131 -1.3218 -2.0687 -0.1 0.0 0.2
C 1.3818 1.3191 1.5837 0.2 0.5 -0.3
C 2.4366 -0.3438 -2.4238 -0.3 0.1 0.1
C 1.4786 0.8453 -2.6385 0.1 -0.1 -0.2
C 2.6145 2.1551 1.3059 0.1 -0.2 0.1
C 0.3621 -0.1681 3.1077 -0.6 -0.4 0.1
C 0.6577 -1.6126 2.7357 0.1 0.4 0.0
C -3.5512 -0.0714 -0.1258 -0.3 -0.1 0.3
C 2.6669 -0.5622 -0.9435 0.2 0.0 -0.6
C -4.4830 -0.8766 -0.7727 0.1 0.0 -0.1
C 3.9333 1.4546 1.6365 -0.1 -0.1 -0.1
C -2.3672 0.2727 -0.7555 0.1 -0.1 -0.3
C -6.0025 -0.8640 1.0604 0.0 0.1 0.2
C -2.0901 -0.1772 -2.0409 -0.3 -0.1 0.1
C -0.8450 0.1456 -2.7903 0.2 0.2 0.1
C -3.0373 -0.9711 -2.6894 0.1 0.1 0.1
C 4.0541 0.0793 0.9718 0.1 0.1 0.3
H 1.9671 -1.2372 -2.8361 0.1 0.0 0.0
H 4.0169 1.3177 2.7146 0.1 0.0 0.0
H -6.9771 -1.3022 1.2703 0.1 0.1 0.0
H 2.5294 3.0646 1.9058 0.0 0.0 0.0
H -2.8224 -1.3044 -3.6934 0.0 0.0 -0.1
H 4.7545 2.0968 1.3093 0.0 0.0 0.1
H -5.2771 -1.2286 1.7953 0.0 0.0 0.0
H 3.3765 -0.1557 -2.9435 0.0 0.0 0.0
H 1.5258 -1.9737 3.2823 0.1 -0.1 0.0
H 0.8554 -1.6888 1.6686 0.0 0.0 0.0
H 3.3526 -0.6219 1.4288 0.2 0.0 0.0
H 4.2959 0.6806 -1.0377 -0.1 -0.1 -0.1
H 2.5782 2.4439 0.2543 -0.1 0.0 0.1
H 0.2488 -0.0479 4.1881 0.0 0.0 -0.2
H 5.0713 -0.3035 1.1098 -0.1 0.0 0.0
H -0.1986 -2.2335 2.9818 -0.1 -0.1 0.1
H -6.0746 0.2263 1.1312 0.0 0.0 0.0
H 1.3180 0.9823 -3.7115 0.1 0.1 0.2
H -4.9466 -1.9400 -2.5619 -0.1 -0.1 -0.1
H 1.9093 1.7589 -2.2147 0.0 0.0 -0.1
H -0.5403 0.1814 2.5968 0.1 0.0 0.2
H 0.1399 0.6014 -1.0410 -0.1 0.0 0.0
H -3.7372 0.2989 0.8707 0.0 0.0 0.1
H -1.6750 0.9097 -0.2281 0.1 0.1 0.1
```
Positions in Å, forces in eV/Å.

Summary:
Relative energy (zero: lowest compared OMol25 entry of this formula, charge and spin) ... 42.76 kJ/mol
Calculated total energy ... -31237.78323 eV
E_HOMO ... -0.30688 Ha
HOMO-LUMO gap ... 8.96 eV

***

A molecular structure, C17H24N2PtS4, computed with ωB97M-V with the def2-TZVPD basis set.

The geometry in XYZ format:
```
48
Properties=species:S:1:pos:R:3:forces:R:3
Pt -0.0558 0.2189 0.0184 -0.3 0.8 -0.2
S 0.3921 0.7271 -2.4308 -0.8 -0.8 0.3
S -0.5973 2.7689 0.0583 1.0 -1.6 -0.1
S 0.3831 0.7470 2.4395 -0.8 -1.0 -0.2
S 2.4661 -0.1097 -0.0364 -1.8 0.7 0.1
N -2.3081 0.0205 0.0012 1.0 0.8 -0.4
N -0.4396 -1.9363 -0.0768 1.6 1.1 0.4
C -2.7441 -1.3719 -0.0242 -0.3 -0.2 0.2
C 0.3247 2.5562 2.6079 -0.2 0.2 -0.3
C -4.4297 -3.0859 0.0667 0.1 -0.1 -0.2
C 2.1160 0.2893 2.6354 0.2 -0.2 -0.1
C 0.5547 3.3378 1.3354 0.1 0.4 0.2
C 0.5334 -2.8439 -0.0406 0.0 -0.3 -0.3
C 3.0207 0.6895 1.4987 0.4 0.0 0.1
C 2.9605 1.0605 -1.3278 0.4 0.1 -0.1
C 0.1687 3.3719 -1.4733 -0.1 0.4 -0.2
C -3.4604 -4.0500 -0.0093 -0.1 0.0 -0.1
C -4.0650 -1.7269 0.0373 -0.1 0.3 0.1
C -1.0388 -4.6377 0.0120 0.0 0.0 0.0
C -1.7455 -2.3255 -0.0544 0.0 -0.2 0.2
C 2.1963 0.7536 -2.5935 0.2 -0.3 0.2
C -0.1381 2.4464 -2.6254 -0.1 0.2 0.2
C -2.0893 -3.6987 -0.0102 0.2 0.0 -0.3
C 0.2699 -4.2113 -0.0318 -0.1 0.0 0.0
H 1.0902 -4.9151 -0.0630 0.0 0.0 0.1
H -2.7859 0.5153 0.7575 0.2 0.0 0.1
H -4.8383 -0.9655 0.0571 0.0 0.0 0.1
H 2.4716 0.7180 3.5774 -0.1 0.0 0.0
H -5.4738 -3.3614 0.1283 0.0 0.0 -0.1
H 2.4377 -0.2466 -2.9618 0.0 0.0 -0.1
H 4.0263 0.3067 1.7082 0.0 0.0 -0.2
H -3.7338 -5.0914 -0.1315 0.0 0.0 0.3
H 0.3426 4.3954 1.5296 -0.1 0.0 -0.1
H 1.5562 -2.4983 -0.0472 0.0 0.0 0.0
H 1.5739 3.2723 0.9597 0.0 -0.1 -0.1
H 0.3243 2.8277 -3.5412 0.0 -0.1 -0.1
H 2.0918 -0.7956 2.7672 0.0 0.0 0.1
H -0.6718 2.7481 3.0126 0.0 0.0 0.1
H 1.2325 3.5388 -1.3150 0.0 -0.1 0.0
H -2.6256 0.4755 -0.8578 0.0 0.0 0.0
H -1.2672 -5.6940 0.1017 0.0 0.0 -0.2
H 2.8357 2.0802 -0.9684 -0.1 0.0 0.0
H 3.1019 1.7648 1.3505 -0.1 0.0 0.0
H -1.2117 2.3781 -2.8163 0.0 0.0 -0.1
H 4.0283 0.9028 -1.5202 0.0 0.0 0.1
H 1.0478 2.8483 3.3743 0.0 -0.1 0.1
H 2.4579 1.4607 -3.3853 -0.1 0.0 0.0
H -0.2850 4.3454 -1.6927 0.0 0.0 0.1
```
Positions in Å, forces in eV/Å.

Summary:
Calculated total energy ... -67544.04394 eV
Net charge ... +4
E_HOMO ... -0.75611 Ha
HOMO-LUMO gap ... 4.62 eV